Record 1
2 unconnected molecules or ions with the total composition C4H12 in a non-equilibrium geometry, computed with ωB97M-V/def2-TZVPD.

* relative energy (zero: lowest compared OMol25 entry of this formula, charge and spin): 1.092 eV
* SMILES: CC.CC
* Kohn-Sham gap: 12.34 eV
* molar mass: 60.1 g mol⁻¹
* highest occupied orbital energy: -11.3 eV

Last columns: bonded neighbours and bond lengths (Å).
Element x y z (Å)
1 C -1.57448 -1.21560 2.08704  C2 1.520, H3 1.033, H4 1.078, H5 1.112
2 C -2.12816 -0.79261 0.73578  C1 1.520, H6 1.082, H7 0.999, H8 1.135
3 H -2.22061 -1.62747 2.77971  C1 1.033
4 H -0.73990 -1.86122 1.86542  C1 1.078
5 H -1.12044 -0.32070 2.56592  C1 1.112
6 H -3.17981 -0.55481 0.64207  C2 1.082
7 H -1.43514 -0.18942 0.34324  C2 0.999
8 H -2.17558 -1.66706 0.01388  C2 1.135
9 C 1.80442 0.95595 -2.16220  C10 1.581, H11 1.117, H12 1.047, H13 1.009
10 C 1.86619 1.06085 -0.58596  C9 1.581, H14 1.057, H15 1.074, H16 1.086
11 H 1.65999 -0.01734 -2.69043  C9 1.117
12 H 1.06661 1.56718 -2.58319  C9 1.047
13 H 2.70010 1.20107 -2.55708  C9 1.009
14 H 1.85635 2.11527 -0.51132  C10 1.057
15 H 2.79165 0.69583 -0.18082  C10 1.074
16 H 0.98889 0.60715 -0.13532  C10 1.086

Record 2
2 unconnected molecules or ions with the total composition C4H12 in a non-equilibrium geometry, computed with ωB97M-V/def2-TZVPD.

* relative energy (zero: lowest compared OMol25 entry of this formula, charge and spin): 0.280 eV
* SMILES: CC.CC
* Kohn-Sham gap: 12.86 eV
* molar mass: 60.1 g mol⁻¹
* highest occupied orbital energy: -11.7 eV

Last columns: bonded neighbours and bond lengths (Å).
Element x y z (Å)
1 C 2.81816 -1.14075 0.04064  C2 1.537, H3 1.087, H4 1.090, H5 1.088
2 C 1.35764 -0.75503 -0.24236  C1 1.537, H6 1.094, H7 1.092, H8 1.096
3 H 3.52368 -0.31535 0.00242  C1 1.087
4 H 2.93088 -1.57693 1.03308  C1 1.090
5 H 3.14331 -1.91205 -0.65369  C1 1.088
6 H 0.98067 -1.41533 -1.02864  C2 1.094
7 H 1.23467 0.27105 -0.59649  C2 1.092
8 H 0.64285 -0.94460 0.56625  C2 1.096
9 C -2.49503 0.50587 0.48662  C10 1.530, H11 1.098, H12 1.088, H13 1.089
10 C -1.64497 1.51596 -0.28717  C9 1.530, H14 1.086, H15 1.084, H16 1.091
11 H -2.27163 0.50345 1.56116  C9 1.098
12 H -3.56303 0.65418 0.34113  C9 1.088
13 H -2.29801 -0.53242 0.22200  C9 1.089
14 H -0.66819 1.57405 0.18442  C10 1.086
15 H -2.17473 2.45986 -0.33801  C10 1.084
16 H -1.51626 1.10802 -1.29134  C10 1.091

Record 3
2 unconnected molecules or ions with the total composition C4H12 in a non-equilibrium geometry, computed with ωB97M-V/def2-TZVPD.

* relative energy (zero: lowest compared OMol25 entry of this formula, charge and spin): 0.865 eV
* SMILES: CC.CC
* Kohn-Sham gap: 12.25 eV
* molar mass: 60.1 g mol⁻¹
* highest occupied orbital energy: -11.1 eV

Last columns: bonded neighbours and bond lengths (Å).
Element x y z (Å)
1 C 1.58758 -0.97615 -0.06007  C2 1.554, H3 1.079, H4 1.086, H5 1.081
2 C 1.09254 -1.57278 -1.40698  C1 1.554, H6 1.135, H7 1.124, H8 1.082
3 H 0.73229 -0.67198 0.52309  C1 1.079
4 H 2.05696 -1.78187 0.49576  C1 1.086
5 H 2.31836 -0.22823 -0.33546  C1 1.081
6 H 0.29240 -2.36894 -1.29258  C2 1.135
7 H 0.78651 -0.65460 -1.97822  C2 1.124
8 H 1.94104 -1.90579 -1.99020  C2 1.082
9 C -0.90239 1.76290 0.46125  C10 1.516, H11 1.086, H12 1.178, H13 1.096
10 C -1.86546 0.73035 1.01396  C9 1.516, H14 1.122, H15 1.121, H16 1.123
11 H -1.36165 2.70158 0.16590  C9 1.086
12 H -0.22155 2.24028 1.29504  C9 1.178
13 H -0.33174 1.50119 -0.43712  C9 1.096
14 H -2.57218 0.16571 0.35053  C10 1.122
15 H -1.26857 -0.18275 1.27266  C10 1.121
16 H -2.28415 1.24107 1.92246  C10 1.123

Record 4
2 unconnected molecules or ions with the total composition C4H12 in a non-equilibrium geometry, computed with ωB97M-V/def2-TZVPD.

* relative energy (zero: lowest compared OMol25 entry of this formula, charge and spin): 1.015 eV
* SMILES: CC.CC
* Kohn-Sham gap: 12.02 eV
* molar mass: 60.1 g mol⁻¹
* highest occupied orbital energy: -11.0 eV

Last columns: bonded neighbours and bond lengths (Å).
Element x y z (Å)
1 C 0.00413 -2.79113 0.35846  C2 1.498, H3 1.092, H4 1.120, H5 1.090
2 C 1.04479 -2.57861 -0.69851  C1 1.498, H6 1.106, H7 1.081, H8 1.074
3 H -0.66782 -1.93095 0.34284  C1 1.092
4 H -0.79860 -3.55532 0.20010  C1 1.120
5 H 0.37979 -2.92511 1.37247  C1 1.090
6 H 1.86227 -1.86886 -0.47411  C2 1.106
7 H 0.60562 -2.28361 -1.64158  C2 1.081
8 H 1.60883 -3.48883 -0.77587  C2 1.074
9 C 0.21162 2.73175 0.34875  C10 1.510, H11 1.103, H12 1.073, H13 1.110
10 C -1.24826 2.63708 -0.02338  C9 1.510, H14 1.121, H15 1.111, H16 1.091
11 H 0.30317 3.83060 0.31549  C9 1.103
12 H 0.63001 2.12083 1.12554  C9 1.073
13 H 0.95020 2.35797 -0.39086  C9 1.110
14 H -1.67323 1.67666 0.36995  C10 1.121
15 H -1.52938 2.86466 -1.07387  C10 1.111
16 H -1.88652 3.25328 0.61084  C10 1.091

Which of these has the highest highest occupied orbital energy?
number 4